{"formula": "C21H44FN2O3P2S", "method": "the ωB97M-V functional and the def2-TZVPD basis", "homo_energy_ev": -10.92, "homo_lumo_gap_ev": 6.6, "charge": 1, "multiplicity": 1, "lumo_ha": -0.157, "symbols": ["C", "C", "P", "C", "C", "C", "N", "C", "C", "F", "C", "C", "N", "P", "S", "H", "H", "H", "H", "H", "H", "H", "H", "H", "H", "H", "H", "H", "H", "H", "H", "H", "H", "H", "H", "C", "C", "C", "O", "C", "H", "H", "H", "H", "H", "H", "H", "H", "C", "C", "C", "O", "C", "H", "H", "H", "H", "H", "H", "H", "H", "C", "C", "C", "O", "C", "H", "H", "H", "H", "H", "H", "H", "H"], "coordinates": [[4.299, -0.163, 3.114], [2.645, 0.076, 3.053], [2.285, 0.769, 1.307], [3.023, 2.553, 1.337], [0.420, 1.025, 0.986], [-0.227, 2.133, 2.053], [-1.575, 1.901, 2.241], [-2.546, 2.670, 3.142], [-1.815, 3.879, 3.986], [-0.761, 3.379, 4.937], [-1.989, 0.708, 1.356], [-0.636, -0.218, 1.310], [-0.611, -0.823, 2.698], [-0.319, -1.379, -0.175], [-1.760, -2.634, -0.549], [4.682, -0.341, 1.998], [4.864, 0.778, 3.523], [4.556, -1.095, 3.774], [2.402, 0.843, 3.932], [2.152, -0.959, 3.289], [2.775, 2.996, 2.396], [4.184, 2.449, 1.158], [2.462, 3.144, 0.485], [0.295, 1.322, -0.163], [0.440, 2.985, 2.536], [-3.515, 3.011, 2.564], [-2.913, 1.878, 3.954], [-1.351, 4.643, 3.201], [-2.612, 4.428, 4.683], [-3.034, 0.217, 1.551], [-2.067, 1.068, 0.222], [-0.633, -1.874, 2.618], [-1.533, -0.579, 3.169], [0.992, -2.023, -0.043], [-0.200, -0.507, -1.351], [-3.502, -0.125, -4.422], [-2.130, -0.512, -4.909], [-1.233, 0.353, -4.051], [-1.911, 0.545, -2.802], [-3.264, 0.090, -2.944], [-4.269, -0.877, -4.626], [-3.811, 0.816, -4.892], [-1.945, -1.571, -4.694], [-1.981, -0.351, -5.980], [-1.081, 1.339, -4.503], [-0.255, -0.104, -3.873], [-3.361, -0.848, -2.386], [-3.948, 0.826, -2.511], [7.015, 2.903, -2.699], [6.899, 4.281, -2.099], [5.850, 4.073, -1.029], [5.976, 2.717, -0.580], [6.836, 2.014, -1.488], [7.959, 2.728, -3.220], [6.195, 2.737, -3.409], [7.852, 4.565, -1.638], [6.625, 5.053, -2.822], [4.840, 4.199, -1.433], [5.974, 4.754, -0.182], [7.790, 1.842, -0.978], [6.395, 1.046, -1.739], [-6.110, -6.072, 0.325], [-4.914, -6.842, 0.821], [-3.888, -6.561, -0.254], [-4.180, -5.258, -0.778], [-5.466, -4.850, -0.292], [-6.830, -5.824, 1.109], [-6.630, -6.651, -0.448], [-4.577, -6.427, 1.778], [-5.105, -7.909, 0.961], [-3.968, -7.278, -1.078], [-2.863, -6.583, 0.128], [-5.306, -4.065, 0.456], [-6.056, -4.434, -1.113]], "forces_ev_per_angstrom": [[-0.034, 0.163, -0.906], [0.987, 0.265, 1.827], [0.854, -0.491, -0.111], [-0.678, -0.123, 0.515], [-1.397, 1.492, 2.507], [-2.102, -0.821, -1.239], [3.620, 0.578, -0.862], [-0.182, -0.752, 2.203], [-0.302, 0.351, 0.025], [-2.346, 0.825, -2.678], [-0.076, -0.335, -3.518], [-0.487, 1.961, 0.899], [-0.841, -0.783, -0.998], [-1.070, -0.551, -1.151], [0.198, 0.028, 0.505], [-0.674, 0.210, 2.486], [-1.197, -1.830, -0.741], [-0.533, 1.874, -1.312], [0.194, -1.705, -1.829], [0.633, 2.197, -0.736], [0.720, -0.455, -2.067], [-2.446, 0.408, 0.218], [1.433, -0.996, 1.677], [0.075, -0.233, 2.622], [-1.983, -1.860, -0.762], [2.291, -0.460, 0.911], [0.755, 1.617, -1.791], [-0.662, -1.603, 2.028], [1.772, -1.338, -1.741], [2.278, 0.881, 0.368], [-0.156, -0.170, 2.364], [0.149, 1.441, 0.116], [1.724, -0.580, -0.797], [-0.864, 1.014, 0.356], [0.326, -0.252, 1.373], [-0.551, 0.358, -0.220], [0.328, -0.571, -0.240], [0.321, 0.346, -0.065], [0.046, -0.024, 0.029], [-0.270, -0.306, 0.457], [0.105, 0.105, 0.071], [-0.025, -0.124, 0.045], [0.012, 0.124, -0.060], [0.014, 0.002, 0.160], [0.073, -0.050, -0.052], [-0.049, 0.060, 0.074], [-0.064, 0.043, -0.028], [0.134, 0.036, 0.011], [-0.124, -0.309, -0.562], [0.371, 0.542, 0.091], [-0.347, 0.069, 0.227], [0.009, 0.138, -0.161], [0.222, -0.365, 0.283], [-0.131, -0.008, 0.083], [0.125, -0.019, 0.040], [-0.131, 0.025, -0.059], [0.020, -0.084, 0.119], [-0.020, 0.113, -0.031], [-0.043, -0.141, -0.006], [-0.002, -0.063, -0.081], [-0.022, 0.090, 0.130], [-0.624, -0.115, -0.204], [0.252, -0.213, 0.552], [0.287, -0.081, -0.362], [-0.252, -0.111, 0.219], [0.199, 0.364, -0.097], [0.070, -0.009, -0.110], [0.013, 0.096, 0.105], [-0.013, -0.092, -0.074], [0.053, 0.131, -0.024], [0.049, -0.068, 0.066], [-0.066, 0.095, -0.119], [-0.097, 0.055, 0.026], [0.148, -0.006, 0.010]], "lowdin_charge": [-0.189, -0.438, 0.887, -0.294, -0.419, 0.090, -0.072, -0.088, -0.102, -0.132, -0.093, -0.604, 0.029, 0.368, 0.162, 0.071, 0.079, 0.081, 0.089, 0.074, 0.048, 0.055, 0.064, 0.130, 0.163, 0.161, 0.158, 0.140, 0.154, 0.163, 0.151, 0.093, 0.092, 0.010, -0.006, -0.172, -0.171, -0.209, -0.202, -0.218, 0.122, 0.120, 0.122, 0.121, 0.120, 0.111, 0.080, 0.116, -0.179, -0.178, -0.215, -0.172, -0.202, 0.120, 0.118, 0.121, 0.119, 0.113, 0.119, 0.120, 0.119, -0.183, -0.183, -0.205, -0.175, -0.213, 0.116, 0.119, 0.116, 0.118, 0.119, 0.118, 0.112, 0.118]}